Record 1
62
Properties=species:S:1:pos:R:3:mulliken_charge:R:1 method="wB97M-V/def2-TZVPD" homo_lumo_gap_ev=7.61 e_lumo_ev=0.1 multiplicity=1 relative_energy_kj_mol=51.94
Pt -0.40057 0.49039 0.33801 1.21
O -2.25764 1.19925 0.35912 -0.75
O -1.16055 -1.35328 -0.16152 -0.74
N 0.20869 2.13744 1.47717 -0.66
N 1.57684 0.00225 0.23902 -0.44
N 1.33340 2.84682 -1.29855 0.67
N 2.48211 1.00762 0.06814 0.75
N 1.31262 2.87051 1.20809 0.84
N 0.17027 2.17212 -1.48425 -0.21
C -1.64394 2.12095 3.12984 -1.27
C -0.40211 2.68151 2.52749 0.88
C -0.41218 2.68672 -2.55137 0.57
C 4.96782 1.27490 -0.14045 -1.37
C 1.40525 3.88446 2.08540 0.86
C 2.52342 4.87050 2.04904 -1.23
C 1.56920 -2.45815 0.52844 -1.13
C 1.47368 3.80900 -2.24029 0.83
C -3.48685 -0.83472 -0.06655 0.44
C 3.72095 0.47497 0.03252 1.01
C -5.78660 0.72894 0.26428 -0.39
C 2.65154 4.72463 -2.28461 -1.22
C -3.35885 0.54793 0.23367 0.38
C -4.78705 -1.38682 -0.18711 -0.96
C -5.91901 -0.64116 -0.02650 -0.86
C -2.55484 -3.15074 -0.59538 -1.86
C 2.24124 -1.14835 0.30426 0.96
C 0.32830 3.80076 2.93989 -1.37
C -4.55472 1.30307 0.38752 -0.56
C 3.61088 -0.88931 0.17244 -1.46
C -2.35244 -1.69804 -0.26088 1.78
C -1.71307 2.15920 -3.05872 -1.12
C 0.37563 3.73856 -3.06655 -1.37
B 2.14592 2.52061 -0.03826 -0.80
H 2.43425 5.55588 2.88991 0.36
H 1.97208 -2.92855 1.42666 0.36
H -1.99791 1.26632 -2.50437 0.09
H 4.40978 -1.61079 0.18915 0.46
H 1.75206 -3.13098 -0.31134 0.31
H -4.88513 -2.43861 -0.41595 0.39
H 2.58408 5.36709 -3.16098 0.35
H 4.96191 1.82961 -1.07901 0.26
H -1.64505 1.90609 -4.11781 0.35
H -1.57949 -3.61844 -0.69865 0.29
H -4.43585 2.35675 0.60289 0.46
H 3.16584 3.14333 -0.05133 -0.13
H -3.11861 -3.65597 0.18888 0.43
H -2.53361 2.55846 2.67754 0.12
H 3.49232 4.37484 2.10979 0.25
H -6.67367 1.33795 0.38951 0.39
H -1.66395 2.32748 4.19974 0.45
H 0.17707 4.35474 -3.92855 0.46
H -3.10780 -3.26077 -1.52821 0.43
H -6.89671 -1.09120 -0.12439 0.40
H 2.50895 5.45603 1.12923 0.17
H 5.82156 0.59974 -0.14396 0.33
H 5.09953 1.99478 0.66721 0.27
H -2.51007 2.89596 -2.94161 0.26
H 0.10962 4.45138 3.76968 0.48
H 0.50193 -2.33621 0.64541 0.02
H -1.68856 1.04478 2.97272 0.20
H 3.58882 4.16922 -2.34000 0.22
H 2.69966 5.36264 -1.40063 0.17

---

Record 2
96
Properties=species:S:1:pos:R:3:mulliken_charge:R:1 method="wB97M-V/def2-TZVPD" homo_lumo_gap_ev=8.02 e_lumo_ev=-0.1 multiplicity=1
Cl 6.46324 -9.70438 -10.15658 -0.12
Cl 4.53182 -2.95206 -9.83335 -0.11
Cl 3.99973 -4.59123 -7.48528 -0.10
Cl -2.06764 2.99733 -3.25910 0.00
Cl 3.91026 0.19989 -6.30527 -0.16
Cl 6.16768 -6.94901 -9.25992 -0.12
Cl -0.39305 1.40067 -5.02823 -0.10
Cl -0.83979 3.88698 7.52872 -0.11
Cl 1.84163 3.78923 8.66178 -0.11
Cl -5.53899 7.99869 -1.33755 -0.12
Cl -0.32165 -1.49474 4.97102 -0.13
Cl 3.99210 -8.84712 -8.87512 -0.11
Cl -3.29309 1.28862 -5.27469 -0.13
Cl -0.90618 1.46207 10.89522 -0.10
Cl 0.15135 4.84346 -3.05290 -0.09
Cl -3.70407 -7.82399 4.37577 -0.13
Cl -0.18195 7.73634 -2.99215 -0.12
Cl -6.22651 -12.07311 2.64484 -0.12
Cl 2.04082 -1.90250 -5.55085 0.04
Cl -3.43069 8.64866 0.56402 -0.12
Cl 0.19704 6.16715 9.01511 -0.13
Cl -4.73489 6.28397 -3.96224 -0.08
Cl -1.46981 6.07938 -0.97243 -0.10
Cl -7.30657 -9.42663 3.20447 -0.10
Cl -2.10977 -3.72294 5.53826 -0.14
Cl -6.83692 -10.25563 0.45209 -0.12
Cl -3.70206 1.73035 11.66634 -0.12
Cl 2.22947 -4.73563 -9.79382 -0.11
Cl -3.44702 7.94093 -5.98196 -0.13
Cl -1.99642 4.08747 11.52927 -0.12
Cl -2.92824 8.86296 -2.29703 -0.03
Cl -1.59416 -2.93453 2.78216 -0.19
Cl -5.06520 -7.17876 1.88287 -0.12
Cl 2.11827 -0.93965 -8.29866 -0.12
Cl -3.13183 -5.31520 3.01125 -0.03
Cl -3.11373 5.04805 -6.04271 -0.10
P 1.14196 0.65876 -1.88766 0.78
O 3.61301 4.60923 4.95548 -0.54
O 0.82022 2.21337 -1.11795 -0.38
O -0.84283 -1.10706 -2.02489 -0.20
O 1.32737 -1.99785 -1.32992 -0.40
O 0.55244 -2.67048 -3.51684 -0.59
N 2.82709 0.62144 -2.55847 -0.70
N 3.20625 2.96255 3.17615 -0.26
C 0.19232 4.40087 8.87410 0.63
C -4.37529 -6.52313 3.37747 -0.03
C 3.90028 -4.50211 -9.25208 0.39
C -0.90924 -3.06959 4.41066 0.04
C 5.75089 -8.63971 -8.93248 0.07
C 3.10001 1.47060 3.43321 -0.43
C -1.91547 -3.61950 0.33550 -0.65
C 2.95441 0.55423 0.84469 -0.11
C 3.07353 -1.26657 -6.84264 0.26
C 3.84190 0.54412 2.26261 -0.58
C -3.31367 6.46952 -5.00392 0.68
C 2.72052 3.78878 4.35236 0.19
C -1.93276 1.47440 -4.15459 0.38
C 1.18783 3.80049 4.94902 -0.56
C -7.30817 -10.79100 2.07403 0.03
C -1.22588 -2.39471 0.08438 -0.32
C 0.96928 -0.75891 -0.56225 0.67
C 0.29944 -1.96375 -2.41297 0.19
C -4.13821 9.03431 -1.01397 -0.07
C -0.66486 -0.94924 -0.54281 0.36
C -2.06065 2.35585 11.89908 0.06
C 1.79820 -0.61525 0.84401 -0.74
C -0.04860 6.26493 -2.01412 -0.19
H 2.50674 1.65890 0.79246 -0.04
H -4.47548 10.07380 -0.99534 0.35
H 0.42725 2.86512 -1.76932 0.14
H -8.32279 -11.19414 2.02233 0.31
H -1.78478 2.21719 12.94756 0.30
H 3.71757 0.47579 -0.06169 0.31
H 1.04053 4.67457 5.72893 0.19
H 0.99012 2.79081 5.53112 0.22
H 6.16181 -8.91300 -7.95723 0.29
H 4.51367 -5.30323 -9.67233 -0.04
H -2.78290 -4.42277 0.50234 0.39
H 2.74575 0.06095 -3.45974 0.22
H -2.42948 6.55803 -4.36752 -0.35
H 0.83560 6.35344 -1.37771 0.47
H 2.98634 1.60983 -2.91509 0.28
H -5.17472 -6.03461 3.94040 0.30
H 1.12965 -0.47558 1.80038 0.11
H 4.96739 0.82253 2.09648 0.32
H 1.97428 1.07469 3.46229 0.18
H 3.77850 -0.56652 2.64791 0.31
H 3.53577 1.24583 4.50398 0.38
H 2.37393 -1.64784 1.00947 0.28
H 3.82489 -2.02207 -7.08620 0.02
H -0.06217 -3.75924 4.37185 0.30
H 0.36927 3.97312 4.09809 0.30
H -1.18750 0.03664 -0.14422 0.44
H -1.96181 0.64975 -3.43783 -0.11
H -0.21364 3.98271 9.79875 -0.31
H 2.67171 3.25559 2.32134 0.33

---

Record 3
58
Properties=species:S:1:pos:R:3:mulliken_charge:R:1 method="wB97M-V/def2-TZVPD" homo_lumo_gap_ev=5.54 charge=+2 e_lumo_ev=-8.4 multiplicity=1 relative_energy_kj_mol=98.69
Lu 0.25948 -0.02158 2.05157 0.74
Cl 0.12789 1.97302 3.43421 -0.43
S -0.07039 -2.56637 1.82735 -0.08
P 0.03294 0.65927 -0.96253 0.44
N -1.25804 -1.19549 3.83423 0.21
N 1.08650 -1.27227 3.93644 0.19
C -2.53636 -1.35838 3.12349 -1.05
C 1.56533 0.27559 -1.91689 0.50
C 1.73825 0.61684 -3.27186 -0.13
C 2.64763 -0.28311 -1.20832 -0.16
C -1.38957 -0.88350 5.25537 -1.03
C -3.52633 -1.32999 -3.23051 -0.52
C 4.05234 -0.14056 -3.18764 -0.54
C 0.46809 4.71354 -0.90046 -0.64
C -2.63170 -0.02068 -1.39094 -0.41
C -1.20598 2.91229 -2.22511 -0.08
C -1.13166 -0.91739 -3.07523 -0.27
C 0.65042 3.34170 -0.73226 -0.57
C -1.37861 4.29357 -2.39197 -0.64
C 1.42052 -1.62625 5.32169 -1.11
C -0.55134 5.20524 -1.72743 -0.51
C 2.97289 0.39049 -3.90441 -0.77
C -0.20698 2.42054 -1.36711 0.79
C -1.32470 -0.15275 -1.91043 0.34
C -2.23195 -1.47584 -3.74306 -0.70
C 2.29156 -1.15307 3.05756 -1.04
C 3.88961 -0.45341 -1.83136 -0.52
C -3.71849 -0.61197 -2.04249 -0.70
C -0.10421 -1.83465 3.39380 0.08
H -1.22028 -1.77810 5.86802 0.40
H -0.68014 6.28425 -1.86116 0.39
H 1.61355 -0.71879 5.91164 0.34
H -2.78167 0.55618 -0.47395 0.44
H 0.63695 -5.54151 -4.66568 0.02
H 4.73097 -0.84698 -1.25700 0.38
H 2.50879 -0.58410 -0.16341 -0.14
H -0.12821 -1.06960 -3.48107 0.46
H 2.44580 -2.05056 2.45221 0.44
H 0.91478 1.04990 -3.85105 0.54
H 3.14453 -1.03138 3.73108 0.60
H -2.16433 4.66937 -3.04865 0.41
H 5.02320 -0.30086 -3.67081 0.40
H -2.41784 -0.56271 5.43133 0.38
H -0.11160 -5.57657 -4.69949 -0.02
H 2.30598 -2.27277 5.31874 0.49
H -3.04400 -0.38376 3.06698 0.40
H 1.45940 2.96614 -0.10063 0.28
H -0.71648 -0.06791 5.54009 0.35
H 0.60156 -2.20423 5.75245 0.37
H -3.18358 -2.07362 3.64586 0.41
H -2.36505 -1.71820 2.10399 0.45
H -4.38757 -1.76413 -3.74726 0.41
H 2.31561 -0.22624 2.40842 0.40
H -4.72173 -0.49722 -1.62481 0.40
H -1.85456 2.22813 -2.77595 0.35
H -2.08447 -2.02896 -4.67271 0.43
H 3.09318 0.62564 -4.96399 0.39
H 1.13005 5.41377 -0.38891 0.40